[1]
One molecule with the formula C3H5NOS. Source: the Open Molecules 2025 dataset; level of theory: wB97M-V/def2-TZVPD.

Geometry as XYZ:
```
11
C3H5NOS, DFT wB97M-V/def2-TZVPD
S -2.658 0.203 -0.107
H -0.486 -2.099 -0.678
H -0.141 2.445 -0.016
H 0.188 0.949 1.430
C -1.149 -0.167 0.010
N -0.352 -1.211 -0.340
C 0.909 -0.685 -0.032
H 1.548 -1.222 0.758
H 1.565 -0.393 -0.874
O 0.420 1.565 -0.547
C 0.158 0.613 0.397
```

Properties
HOMO level = -8.45 eV
Kohn-Sham gap = 9.0420 eV
Multiplicity = 1
Relative energy (zero: lowest compared OMol25 entry of this formula, charge and spin) = 61.7 kcal/mol
E_tot = -645.41328 hartree
SMILES = O[C@@H]1CNC1=S
LUMO = 0.6 eV

Quick look at the Löwdin charges, all values in e: 0.704, 0.112, 0.244, 0.139, -0.870, 0.028, -0.136, 0.137, 0.122, -0.072, -0.409

[2]
C3H4BrCl as an isolated structure. Source: the Open Molecules 2025 dataset; level of theory: wB97M-V/def2-TZVPD.

Geometry as XYZ:
```
9
C3H4BrCl, DFT wB97M-V/def2-TZVPD
H -0.027 -1.333 1.265
C 0.218 -0.226 -0.672
H -0.978 1.377 0.174
Cl 0.462 -1.408 -1.865
H 0.921 0.244 1.220
H -1.832 -0.187 -0.255
C 0.045 -0.374 0.808
C -0.924 0.396 -0.030
Br 2.115 1.511 -0.645
```

Properties
HOMO level = -9.67 eV
Kohn-Sham gap = 8.2436 eV
Multiplicity = 1
Relative energy (zero: lowest compared OMol25 entry of this formula, charge and spin) = 55.9 kcal/mol
E_tot = -3150.80498 hartree
LUMO = -1.4 eV

Quick look at the Löwdin charges, all values in e: 0.098, -0.860, 0.067, 0.704, 0.065, 0.133, -0.193, -0.156, 0.143